Density functional theory data (wB97M-V/def2-TZVPD) for 4 unconnected molecules or ions with the total composition C5H14O3 in a non-equilibrium geometry.

Results
Frontier orbital gap, Eh: 0.1700
ΔE to the lowest compared entry with this formula, charge and spin, kJ/mol: 398.2
Largest force on an atom, eV Å⁻¹: 1.97

```
! RIJCOSX wB97M-V def2-TZVPD def2/J DEFGRID3
* xyz 0 1
C 0.31707 -0.78933 -1.89407
C -0.82321 -1.35037 -1.01216
C -0.17393 -0.76551 2.67549
O 1.90831 0.77262 0.80118
C -0.67867 -0.77055 1.41856
C -0.38589 -1.64077 0.35530
H 1.14811 -1.50409 -1.96595
H 0.74022 0.12871 -1.46252
H -0.02154 -0.58078 -2.91376
H -1.26127 -2.24870 -1.47124
H -1.59838 -0.58670 -0.96110
H 0.52632 -1.53426 2.97090
H -0.44522 0.01460 3.38137
H 1.22010 0.16530 0.98017
H -1.42248 -0.00829 1.15926
H 0.28762 -2.48323 0.55530
H -0.56690 1.66841 -0.78689
H 1.05550 2.91320 -1.53538
O 0.83912 1.99727 -1.30367
H -1.93023 2.04060 -0.08014
H 1.59008 1.35683 0.05987
O -1.42462 1.27146 -0.35146
*
```